[1]
69
Properties=species:S:1:pos:R:3:forces:R:3:mulliken_charge:R:1 method="wB97M-V/def2-TZVPD" homo_ev=-3.7 lumo_ev=2.107 relative_energy_kj_mol=223.5 charge=-1 homo_lumo_gap_ev=5.849
Na -1.7170 -0.3617 1.7837 0.02 -0.10 0.12 0.674
Cl 0.6345 -1.5871 6.4017 0.00 -0.02 0.01 -0.251
C 0.1059 0.0034 5.9196 -0.01 0.06 0.01 0.463
C 0.4871 1.0937 6.7012 0.03 -0.06 0.02 -0.768
C 0.1393 2.3705 6.3563 -0.04 0.04 -0.02 0.697
Cl 0.6290 3.7061 7.3808 0.00 -0.01 0.00 -0.315
C -0.5931 2.6152 5.1706 0.03 -0.02 0.02 0.534
C -0.9465 3.8981 4.6972 -0.01 0.01 -0.01 -0.838
C -1.5953 4.0266 3.5012 0.00 0.02 -0.01 -0.789
C -1.8903 2.8696 2.7581 0.00 -0.06 0.02 -0.390
N -1.5960 1.6652 3.1859 -0.04 0.04 -0.05 -0.192
C -0.9781 1.5067 4.3758 0.08 -0.04 0.04 -0.303
C -0.6835 0.1120 4.7523 -0.04 0.02 0.04 0.308
O -1.0756 -0.8537 4.0576 -0.02 -0.01 -0.14 -0.820
H 1.0692 0.9165 7.5965 0.00 0.01 0.00 0.429
H -0.6870 4.7676 5.2866 0.00 0.00 0.00 0.389
H -1.8693 4.9994 3.1143 0.00 0.00 0.01 0.406
H -2.3745 2.9253 1.7881 -0.01 0.03 -0.01 0.407
N 1.2752 -3.5892 -0.0114 -0.02 0.03 0.01 -0.215
C 0.7974 -3.9798 -1.2789 -0.04 -0.01 0.00 0.306
C 1.6785 -4.2830 -2.3033 0.00 0.00 -0.03 -0.615
C 1.1977 -4.6739 -3.5476 0.03 0.00 0.02 -0.688
C -0.1661 -4.7274 -3.7776 -0.03 0.01 0.01 -0.558
C -1.0498 -4.3933 -2.7566 0.00 -0.01 -0.04 -0.576
C -0.5761 -4.0489 -1.5015 0.01 0.00 0.04 0.642
S -1.6852 -3.6981 -0.1770 0.02 -0.06 -0.04 -0.186
N -0.7590 -2.6896 0.8167 -0.08 0.13 0.06 -0.412
C 0.5053 -2.7439 0.7905 0.07 0.02 0.06 0.077
C 1.2888 -1.8572 1.7044 -0.11 -0.03 -0.04 0.585
C 2.3988 -2.3396 2.3832 0.02 -0.03 0.02 -0.429
C 3.0774 -1.4804 3.2345 -0.02 0.00 -0.01 -0.734
C 2.6397 -0.1741 3.3468 -0.02 -0.01 0.00 -0.730
C 1.5221 0.2116 2.6189 0.01 0.01 0.03 -0.551
N 0.8444 -0.6102 1.8268 0.10 0.11 -0.08 0.197
H 2.2523 -3.3377 -0.0139 0.00 -0.02 -0.01 0.285
H 2.7459 -4.2136 -2.1247 0.00 0.00 -0.01 0.364
H 1.8955 -4.9197 -4.3374 0.00 0.00 0.00 0.367
H -0.5475 -5.0136 -4.7486 0.00 0.00 0.00 0.363
H -2.1190 -4.4024 -2.9315 0.00 0.00 0.00 0.411
H 2.6925 -3.3771 2.2851 0.01 0.00 0.01 0.572
H 3.9243 -1.8323 3.8089 0.00 0.00 0.00 0.394
H 3.1269 0.5321 4.0047 0.00 0.01 0.00 0.454
H 1.1391 1.2224 2.6952 0.00 0.01 -0.01 0.611
C 1.3167 -0.7236 -3.4570 0.07 0.07 0.03 -1.287
As 0.0570 -0.4273 -1.9707 -0.06 -0.10 -0.03 0.587
C -1.5332 -0.6136 -3.0980 -0.03 -0.02 0.03 -0.949
C 0.1477 1.5533 -1.8193 0.07 -0.01 -0.01 -1.110
C -0.0950 2.3063 -3.0835 0.00 0.00 -0.02 0.459
C 0.9534 2.6252 -3.9462 -0.01 0.00 0.00 -0.410
C 0.7213 3.2935 -5.1400 0.00 0.00 -0.01 -0.589
C -0.5699 3.6574 -5.4943 0.00 0.00 0.00 -0.424
C -1.6216 3.3506 -4.6405 0.00 0.01 0.00 -0.716
C -1.3892 2.6832 -3.4474 0.00 0.00 0.01 -0.230
H 1.0932 -0.0870 -4.3139 0.00 0.01 0.00 0.456
H 1.2243 -1.7706 -3.7510 -0.01 0.02 -0.01 0.279
H 2.3439 -0.5480 -3.1324 0.01 0.00 -0.01 0.311
H -1.4202 -0.0541 -4.0270 0.00 0.00 0.00 0.364
H -2.4216 -0.2790 -2.5669 0.00 0.00 0.03 0.195
H -1.6460 -1.6759 -3.3203 0.01 0.02 -0.03 0.251
H 1.1390 1.7715 -1.4151 -0.01 -0.02 0.01 0.607
H -0.5914 1.8020 -1.0573 -0.03 -0.01 0.00 0.258
H 1.9654 2.3465 -3.6732 0.00 0.00 0.00 0.370
H 1.5518 3.5322 -5.7936 0.00 0.00 0.00 0.365
H -0.7542 4.1797 -6.4249 0.00 0.00 0.00 0.366
H -2.6332 3.6360 -4.9027 0.00 0.00 0.00 0.404
H -2.2108 2.4515 -2.7793 0.01 0.01 -0.01 0.450
F -4.3448 0.0937 -0.7585 -0.05 0.00 -0.05 -0.220
B -3.2661 0.6785 -0.1490 0.05 -0.04 0.04 -0.144
F -3.1746 1.9636 -0.6713 0.00 0.03 -0.01 -0.214

[2]
138
Properties=species:S:1:pos:R:3:forces:R:3:mulliken_charge:R:1 method="wB97M-V/def2-TZVPD" homo_ev=-10.1 lumo_ev=0.403 relative_energy_kj_mol=0.0 homo_lumo_gap_ev=10.499
O -22.5282 5.2754 3.3805 -0.43 0.58 -1.47 -0.525
C -22.6113 5.4096 2.1666 -0.31 -0.40 0.08 0.521
O -23.6536 5.9832 1.5129 0.73 -0.81 0.62 -0.462
C -23.4692 5.9069 0.0296 1.30 0.86 2.50 -0.584
C -21.9593 5.6004 -0.1726 -0.95 0.27 0.29 -0.510
C -21.6410 4.8591 1.1377 0.64 -1.10 0.61 0.619
H -23.8269 6.8851 -0.1692 0.06 0.81 -1.24 0.362
H -24.1283 5.1626 -0.3141 -0.73 -1.03 -0.53 0.377
H -21.3967 6.5492 -0.2523 -0.22 -0.61 0.09 0.124
H -21.8780 5.0118 -1.0850 0.45 -0.04 0.14 0.472
H -20.6139 4.9411 1.5481 -0.49 0.25 -0.59 -0.748
H -21.8236 3.7290 1.1579 0.03 1.38 -0.49 0.406
O -22.2359 8.7977 0.8009 0.98 1.44 1.70 -0.661
C -21.6287 9.5163 1.6115 -1.63 -1.69 -2.87 0.274
O -20.5337 9.0521 2.2011 0.20 0.55 0.46 0.126
C -19.9094 10.1058 2.9823 0.09 -0.01 -0.38 0.248
C -20.9647 11.1914 3.1228 -1.14 0.65 1.45 0.008
C -21.9865 10.9478 1.9717 2.02 -0.98 1.15 -0.791
H -19.0130 10.4382 2.4624 -0.08 0.18 -0.52 0.368
H -19.5253 9.6735 3.8851 -0.37 -0.23 0.68 -0.512
H -20.4896 12.1913 3.1356 -0.42 -0.47 -0.12 0.581
H -21.5292 11.0654 4.1018 0.87 0.11 -1.04 -0.260
H -21.8318 11.5939 1.1393 0.16 0.34 -0.84 0.357
H -23.0127 10.9918 2.2506 -0.73 0.09 0.39 0.276
O -17.6853 10.0399 9.1901 0.02 -0.19 0.32 -0.476
C -18.2950 10.8861 8.5914 -0.61 0.15 1.02 0.228
O -18.0223 11.1291 7.3383 1.32 0.14 -2.03 -0.181
C -18.8729 12.1739 6.8153 -0.35 -0.34 -0.06 0.052
C -19.2019 12.9898 8.0233 -1.90 -0.69 0.40 -0.720
C -19.4363 11.7948 8.9899 0.49 0.20 -1.49 -0.320
H -19.7721 11.6160 6.5170 0.15 0.58 -0.54 -0.226
H -18.3805 12.7160 6.0117 0.14 -0.34 -0.09 0.443
H -20.1240 13.5532 7.8425 0.14 -0.04 0.22 0.291
H -18.4444 13.6703 8.3583 0.62 0.19 0.15 0.338
H -20.3148 11.2307 8.6858 -0.42 0.07 -0.24 -0.260
H -19.5482 11.9912 10.0017 0.21 0.40 1.82 0.827
O -19.7901 5.0576 6.6609 0.63 1.49 2.72 -0.153
C -19.6358 4.6000 5.5966 -0.77 -0.93 -3.43 -0.851
O -20.1404 3.3721 5.3597 -0.43 -1.31 -0.84 -0.424
C -20.0429 3.0135 3.9174 -0.13 1.11 0.76 -0.346
C -18.8352 3.8368 3.5350 0.57 0.63 -2.29 -0.678
C -19.0801 5.1445 4.2805 0.32 0.73 -0.10 2.234
H -21.0281 3.3361 3.4349 1.47 -0.68 0.57 0.036
H -19.7553 1.9753 3.8455 -0.73 -0.43 0.07 0.432
H -18.6676 3.9190 2.3989 -0.47 0.02 1.65 0.177
H -17.9054 3.3865 3.9180 -0.41 -0.04 0.01 0.423
H -19.8506 5.8218 3.7746 0.93 -0.86 0.83 -0.395
H -18.1457 5.7031 4.4736 -0.65 -0.10 -0.14 -0.826
C -25.5102 12.5552 8.0329 -0.80 -0.22 0.50 -0.494
C -24.4215 11.9227 7.1238 -1.37 0.15 1.16 0.242
O -23.2280 12.3483 7.7324 1.25 -0.05 0.50 -0.130
C -23.4452 13.1783 8.7457 0.04 0.47 1.59 0.573
O -22.5977 13.5946 9.5060 -0.73 -0.26 -1.18 -0.601
O -24.7664 13.4697 8.8725 0.31 -0.26 -0.65 -0.406
H -26.0127 11.8515 8.6994 0.65 -0.47 0.11 0.188
H -26.4096 13.0233 7.5953 1.04 0.44 -0.48 0.342
H -24.4050 12.3189 6.1512 -0.32 0.21 -1.40 0.468
H -24.4894 10.8419 7.1461 0.13 -0.10 -0.12 -0.184
C -23.7182 8.3298 3.8737 0.14 -0.62 -1.13 0.257
C -24.8805 7.5132 4.3108 -1.06 -1.26 2.97 -0.154
O -26.0022 8.4647 4.4067 2.42 0.34 -0.75 -0.396
C -25.3475 9.6661 4.4867 -1.19 -0.02 -0.36 0.432
O -25.9268 10.6900 4.5891 -0.66 1.25 0.47 -0.595
O -24.0139 9.6012 4.3734 -0.41 0.49 0.54 -0.024
H -23.6671 8.3949 2.7936 -0.21 -0.08 -0.41 0.121
H -22.7611 8.0110 4.1976 0.70 -0.43 0.67 0.020
H -24.8321 7.1377 5.3929 0.59 0.35 -1.43 0.067
H -25.0985 6.6560 3.7048 -0.31 -0.06 -0.57 0.319
C -16.2319 6.9728 1.9344 -1.12 -0.30 1.05 -0.147
C -17.5270 7.7426 1.8470 -1.11 -0.19 -0.85 0.748
O -18.2725 6.9492 0.8564 -0.15 0.07 -0.20 -0.285
C -17.7117 5.7394 0.6878 0.63 -0.38 0.33 0.570
O -18.1399 4.8030 0.0590 0.14 1.27 0.63 -0.557
O -16.5356 5.6809 1.3943 -0.27 0.27 -0.59 -0.352
H -15.9957 6.8422 2.9693 0.49 -0.18 0.63 0.063
H -15.4459 7.4822 1.4520 1.08 0.13 -0.97 0.309
H -17.4627 8.7886 1.4976 0.13 -0.66 -0.07 0.424
H -18.1167 7.7340 2.7584 0.08 -0.07 0.12 -0.625
C -15.8097 8.6125 7.2827 1.26 0.14 -0.53 -0.274
C -15.4400 9.5494 6.0935 -0.81 0.53 1.32 -0.548
O -16.2840 9.0496 5.0889 -1.17 -0.38 -1.01 -0.404
C -17.3208 8.3600 5.6409 -0.11 -0.12 -0.63 -0.180
O -18.3249 8.0586 5.0406 0.98 0.18 0.61 -0.256
O -17.0279 8.0314 6.8957 -1.55 0.12 -0.39 0.663
H -15.9420 9.0471 8.2546 -0.02 0.61 0.11 -0.133
H -15.1472 7.7857 7.3298 1.04 -0.61 0.19 0.602
H -14.4274 9.5828 5.7208 0.32 -0.49 0.22 0.345
H -15.7626 10.5749 6.2951 0.13 -0.03 0.14 0.195
C -22.0694 6.6354 7.3276 0.38 -0.71 1.60 -0.200
C -21.0494 7.0784 8.4366 -0.61 -1.11 0.10 1.184
O -20.7111 8.4355 8.0678 -0.06 -0.65 0.85 -0.013
C -21.1322 8.6510 6.8412 0.42 1.69 -2.06 -0.218
O -20.8496 9.6430 6.1731 -0.70 -1.68 1.28 -0.074
O -21.8896 7.6450 6.3707 0.07 0.66 -0.85 0.277
H -23.1208 6.5847 7.6434 0.30 0.38 0.09 0.396
H -21.7877 5.6414 6.9458 -0.13 0.69 -0.05 -0.376
H -20.1748 6.4355 8.3972 0.27 0.32 -0.34 -1.417
H -21.4001 6.9672 9.4676 -0.31 0.74 -0.29 0.482
C -21.6752 1.2013 8.3382 1.88 -1.50 -0.76 -0.300
C -22.5673 2.3054 7.9642 -1.19 2.84 0.76 0.070
O -22.0875 3.3673 8.8571 -0.82 0.39 0.50 -0.331
C -20.8702 3.0885 9.3531 -0.64 1.36 -1.16 0.756
O -20.2012 3.8949 9.9373 0.01 -0.86 0.09 -0.538
O -20.5327 1.8813 8.9265 0.66 -1.39 0.43 -0.361
H -21.2423 0.6646 7.4618 -0.55 0.25 0.66 0.263
H -22.0868 0.4709 9.0488 0.11 0.39 -0.10 0.280
H -23.6423 2.2180 8.2112 0.63 -0.41 -0.27 0.302
H -22.4570 2.7940 6.9939 0.11 -0.84 -0.31 -0.085
C -22.1282 10.1235 11.8828 -1.71 0.64 0.23 0.229
C -23.0292 11.3669 11.7605 -0.09 -2.44 -2.28 -0.542
O -23.7721 11.0473 10.5304 0.75 0.48 0.04 -0.316
C -23.6203 9.7382 10.2329 -2.09 0.98 -0.39 0.800
O -24.2803 9.2154 9.3716 0.80 -0.15 0.03 -0.614
O -22.8244 9.1535 11.0840 0.63 -1.45 0.93 -0.327
H -22.0799 9.9115 12.9362 0.11 -1.02 0.27 0.359
H -21.1691 10.1536 11.4483 1.06 0.78 -0.15 -0.195
H -22.4381 12.2050 11.6235 0.73 1.95 -0.35 0.359
H -23.8113 11.4771 12.4551 -0.45 0.11 1.45 0.320
C -17.9221 7.4804 10.8459 0.06 -0.56 -2.57 0.335
C -16.6575 8.2335 11.2441 0.20 0.37 -1.17 -0.390
O -17.1624 9.4594 11.7389 -1.13 -0.08 0.37 -0.411
C -18.5171 9.5261 11.5106 0.51 2.26 0.34 0.615
O -19.1394 10.5498 11.7615 0.88 -2.45 -0.37 -0.624
O -18.9773 8.3761 10.9934 -0.99 2.22 1.18 -0.214
H -18.2194 6.6318 11.4335 0.54 -0.71 0.18 0.618
H -17.9546 7.2848 9.7440 0.45 -0.52 0.89 -0.547
H -15.9284 8.4511 10.4113 -0.99 -0.32 0.70 0.114
H -16.1505 7.7033 12.0063 0.68 -0.33 0.95 0.445
C -17.0181 4.5368 8.4075 -0.72 0.17 -1.34 0.623
C -17.1783 3.3882 7.3462 3.68 0.73 2.16 -0.427
O -16.5166 3.9690 6.1999 -0.82 0.15 0.34 -0.281
C -15.8162 5.0718 6.5856 -1.03 -0.10 -0.70 0.584
O -15.3422 5.8177 5.7906 0.76 0.16 -0.18 -0.492
O -15.8411 5.2428 7.9048 -0.74 -0.10 0.29 -0.350
H -16.8221 4.3928 9.4638 -0.19 -0.76 -0.12 0.497
H -17.9488 5.1190 8.2596 0.74 0.40 0.33 -0.736
H -18.1526 3.0546 7.2315 -1.86 -0.15 -0.81 0.141
H -16.5492 2.5591 7.6433 0.01 -0.49 0.05 0.434

[3]
23
Properties=species:S:1:pos:R:3:forces:R:3:mulliken_charge:R:1 method="wB97M-V/def2-TZVPD" homo_ev=-9.5 lumo_ev=0.869 relative_energy_kj_mol=98.3 homo_lumo_gap_ev=10.370 smiles=C[C@H](N)CCCO.O
C 0.4916 0.9567 2.9307 0.51 0.46 -0.05 -1.602
C 0.2000 0.0437 1.7503 0.14 0.17 -0.59 0.444
C 1.0360 0.4483 0.4983 -0.55 -0.37 0.54 -0.804
C 0.2381 0.5503 -0.8069 0.41 -1.04 0.53 -0.713
C -0.4750 -0.7669 -1.1426 -0.37 -0.06 0.75 -0.394
O 0.2766 -1.5393 -2.0587 0.03 -0.19 -0.38 -0.557
N 0.4643 -1.3686 2.0543 -0.04 0.12 -0.32 -0.586
H 1.5796 1.0290 3.0754 -0.13 -0.25 0.12 0.350
H 0.1900 1.9930 2.7433 -0.27 -0.16 0.02 0.375
H 0.0440 0.5984 3.8596 -0.08 0.07 -0.07 0.391
H -0.8406 0.1558 1.4333 -0.19 -0.19 0.37 0.255
H 1.7862 -0.3266 0.3690 0.35 -0.03 -0.07 0.360
H 1.5439 1.3732 0.7345 0.24 0.33 -0.20 0.371
H -0.4720 1.3611 -0.7676 -0.14 0.42 -0.06 0.405
H 0.9637 0.6749 -1.6050 -0.16 0.49 -0.30 0.356
H -1.4729 -0.5776 -1.5248 -0.04 0.15 -0.73 0.254
H -0.7046 -1.3666 -0.2553 0.38 0.14 0.16 0.283
H 0.7268 -2.2511 -1.5966 -0.08 0.08 0.08 0.318
H 0.0095 -1.6584 2.9114 0.02 0.04 0.05 0.253
H 1.4662 -1.4663 2.1820 -0.05 -0.18 0.13 0.242
H -2.0566 -0.0160 -4.7812 -0.08 0.32 -0.06 0.324
H -2.8881 1.2918 -4.8159 0.22 -0.25 -0.05 0.317
O -2.1064 0.8612 -5.1875 -0.12 -0.08 0.12 -0.642

[4]
8
Properties=species:S:1:pos:R:3:forces:R:3:mulliken_charge:R:1 method="wB97M-V/def2-TZVPD" homo_ev=-3.2 lumo_ev=3.946 relative_energy_kj_mol=536.5 charge=-1 homo_lumo_gap_ev=7.143 smiles="O=[S@@H]([O-])=c1cn1"
C -0.7469 -1.2153 0.4375 -3.09 1.20 0.18 -0.209
C -0.8134 -0.4470 -0.7436 1.33 1.52 -0.99 -0.097
N -1.7382 -0.3516 0.5023 2.54 -2.50 0.67 -0.402
O 1.8106 0.5892 -1.2558 -0.68 -0.79 1.13 -0.622
O 0.2283 2.1696 -0.4523 -1.21 2.22 0.50 -0.580
S 0.6242 0.8068 -0.4015 1.30 -1.67 -0.89 0.626
H -0.3153 -2.0956 0.8718 -0.09 -0.13 0.70 0.258
H 0.9506 0.5440 1.0416 -0.10 0.15 -1.31 0.025

[5]
15
Properties=species:S:1:pos:R:3:forces:R:3:mulliken_charge:R:1 method="wB97M-V/def2-TZVPD" homo_ev=-8.5 lumo_ev=0.271 relative_energy_kj_mol=0.0 homo_lumo_gap_ev=8.764 smiles="NS(=O)(=O)C1=C(F)OOC=C1"
C 0.6212 1.2660 -0.7504 0.90 -0.39 0.66 -0.556
C 1.9198 1.5141 -0.5692 -0.47 0.11 0.49 -0.178
C 0.1112 -0.1048 -0.3825 1.86 -1.39 0.96 0.069
C 1.0399 -1.0001 0.2206 -5.16 2.56 -2.21 0.544
N -1.7523 -0.8449 1.2106 0.97 1.12 1.03 -0.515
O -2.3838 0.6385 -0.6494 0.62 0.45 -0.08 -0.667
O -1.8918 -1.7057 -1.1179 0.48 -0.05 0.61 -0.657
O 2.7832 0.5196 -0.1206 1.37 1.07 -0.80 -0.250
O 2.2741 -0.6892 0.3672 1.64 -2.09 1.56 -0.160
F 0.6861 -2.1758 0.7291 1.15 1.26 -0.49 -0.190
S -1.5984 -0.5279 -0.3491 -0.05 0.34 -2.26 1.252
H -0.0179 2.0991 -0.9740 -0.45 -0.16 -0.25 0.388
H 2.5625 2.4403 -0.5942 -1.23 -1.05 -0.23 0.372
H -2.4593 -1.5067 1.3447 -1.39 -1.03 0.60 0.261
H -1.8946 0.0776 1.6350 -0.24 -0.76 0.40 0.286

Repeat the third record exactly.
23
Properties=species:S:1:pos:R:3:forces:R:3:mulliken_charge:R:1 method="wB97M-V/def2-TZVPD" homo_ev=-9.5 lumo_ev=0.869 relative_energy_kj_mol=98.3 homo_lumo_gap_ev=10.370 smiles=C[C@H](N)CCCO.O
C 0.4916 0.9567 2.9307 0.51 0.46 -0.05 -1.602
C 0.2000 0.0437 1.7503 0.14 0.17 -0.59 0.444
C 1.0360 0.4483 0.4983 -0.55 -0.37 0.54 -0.804
C 0.2381 0.5503 -0.8069 0.41 -1.04 0.53 -0.713
C -0.4750 -0.7669 -1.1426 -0.37 -0.06 0.75 -0.394
O 0.2766 -1.5393 -2.0587 0.03 -0.19 -0.38 -0.557
N 0.4643 -1.3686 2.0543 -0.04 0.12 -0.32 -0.586
H 1.5796 1.0290 3.0754 -0.13 -0.25 0.12 0.350
H 0.1900 1.9930 2.7433 -0.27 -0.16 0.02 0.375
H 0.0440 0.5984 3.8596 -0.08 0.07 -0.07 0.391
H -0.8406 0.1558 1.4333 -0.19 -0.19 0.37 0.255
H 1.7862 -0.3266 0.3690 0.35 -0.03 -0.07 0.360
H 1.5439 1.3732 0.7345 0.24 0.33 -0.20 0.371
H -0.4720 1.3611 -0.7676 -0.14 0.42 -0.06 0.405
H 0.9637 0.6749 -1.6050 -0.16 0.49 -0.30 0.356
H -1.4729 -0.5776 -1.5248 -0.04 0.15 -0.73 0.254
H -0.7046 -1.3666 -0.2553 0.38 0.14 0.16 0.283
H 0.7268 -2.2511 -1.5966 -0.08 0.08 0.08 0.318
H 0.0095 -1.6584 2.9114 0.02 0.04 0.05 0.253
H 1.4662 -1.4663 2.1820 -0.05 -0.18 0.13 0.242
H -2.0566 -0.0160 -4.7812 -0.08 0.32 -0.06 0.324
H -2.8881 1.2918 -4.8159 0.22 -0.25 -0.05 0.317
O -2.1064 0.8612 -5.1875 -0.12 -0.08 0.12 -0.642